The following is a DFT calculation (the ωB97M-V functional and the def2-TZVPD basis) of a structure of composition C16H19Cl2N3O3Re in a non-equilibrium geometry.

Atoms and positions in Å:
Re 0.0921 -0.1467 0.0820
Cl 2.4112 0.2266 0.5329
C 2.1123 0.4189 2.2588
Cl 0.3822 0.1167 2.4183
H 2.3375 1.4340 2.5869
H 2.6641 -0.3469 2.8094
C -0.8855 -1.0673 -2.6366
C -1.4923 -2.3491 -2.0946
C -2.5744 -2.2843 -1.0533
C -3.4042 -3.4012 -0.9516
C -4.5063 -3.4267 -0.1095
C -4.8151 -2.3025 0.6372
C -4.0105 -1.1679 0.5995
C -4.3849 -0.0276 1.4919
C -5.6482 0.6828 0.9750
C -2.8552 -1.1603 -0.2386
N -1.9934 -0.0701 -0.2219
C -2.4891 1.1522 -0.3677
C -1.5918 2.2100 -0.3023
C -1.6915 3.6154 -0.4078
C -0.4106 4.1062 -0.2377
C 0.4343 2.9961 -0.0408
N -0.2575 1.8560 -0.0788
H -0.3264 -1.2833 -3.5480
H -0.1059 -0.6092 -1.9412
H -1.6356 -0.3108 -2.8635
H -0.6892 -2.9795 -1.6882
H -1.9087 -2.9051 -2.9433
H -3.1937 -4.2676 -1.5595
H -5.1251 -4.3095 -0.0471
H -5.6810 -2.3085 1.2856
H -3.5644 0.6857 1.6018
H -4.6213 -0.4189 2.4848
H -5.5394 1.0145 -0.0563
H -5.8439 1.5470 1.6045
H -6.5186 0.0319 1.0190
H -3.5282 1.3117 -0.6263
H -2.5942 4.1689 -0.5758
H -0.0990 5.1321 -0.2440
H 1.4979 3.0095 0.1135
O 1.7182 -2.2680 1.6958
N 1.1301 -2.9126 0.8585
O 1.1753 -4.0685 0.6470
O 0.3332 -2.1812 0.0839

Cartesian forces (eV/Å) of the 2 atoms listed first:
Re -1.73 -0.28 -0.62
Cl 0.99 0.38 -0.68

Properties
Lowest unoccupied orbital energy (spin up / spin down)   -0.389 / -0.369 hartree
Net charge   +2
Kohn-Sham gap (spin up / spin down)   4.03 / 4.53 eV
Molar mass   558.459 g mol⁻¹
2S+1   2

Mulliken atomic charge list, values in e, 6 entries: Re 0.637; Cl -0.035; C -0.348; Cl 0.053; H 0.411; H 0.441



The following is a DFT calculation (the ωB97M-V functional and the def2-TZVPD basis) of a cluster of 2 separate species, C16H19ClIN2O4P in total in a non-equilibrium geometry.

Atoms and positions in Å:
O 5.7331 -0.7899 -0.2942
P 5.0162 0.0643 -1.4890
I 5.4899 2.3761 -0.8613
N 3.1980 -0.1734 -1.2746
C 2.6415 -1.2613 -0.7458
C 1.2766 -1.4006 -0.5747
C 0.4494 -0.3547 -0.9715
C -1.0445 -0.3516 -0.8514
C -1.6795 0.2641 0.2366
C -3.0516 0.2845 0.2951
N -3.8339 -0.2509 -0.6502
C -5.3061 -0.1351 -0.5130
C -5.8686 1.0542 -1.3592
C -4.8774 2.2047 -1.5960
Cl -4.5786 3.1990 -0.1325
C -3.2420 -0.8636 -1.6830
C -1.8781 -0.9301 -1.8216
C 1.0419 0.7806 -1.5640
C 2.4020 0.8321 -1.6965
H 5.8711 -0.1612 0.4517
H 3.3258 -2.0497 -0.4194
H 0.8459 -2.3035 -0.1417
H -1.1002 0.7290 1.0345
H -3.5299 0.7872 1.1338
H -5.8267 -1.0441 -0.8322
H -5.5198 0.0646 0.5410
H -6.2282 0.7375 -2.3508
H -6.7341 1.4505 -0.8119
H -3.9450 1.8494 -2.0602
H -5.3230 2.8769 -2.3409
H -3.8802 -1.3217 -2.4389
H -1.4663 -1.4350 -2.6954
H 0.4265 1.6187 -1.8864
H 2.8544 1.7105 -2.1589
C 3.7096 -1.2211 4.1326
C 3.0399 -1.1540 2.7829
O 3.6998 -0.0452 2.1600
C 4.9161 0.0943 2.7690
O 5.7859 0.8142 2.3858
O 5.0064 -0.6877 3.8587
H 3.7803 -2.2350 4.5186
H 3.2193 -0.5921 4.8772
H 3.2160 -2.0522 2.1846
H 1.9678 -0.9787 2.8533

Cartesian forces (eV/Å) of the 2 atoms listed first:
O -1.29 1.34 -0.27
P 2.28 -0.66 -0.97

Properties
Lowest unoccupied orbital energy   -0.263 hartree
Net charge   +2
Kohn-Sham gap   7.56 eV
Molar mass   496.669 g mol⁻¹

Mulliken atomic charge list, values in e, 6 entries: O -0.362; P 0.058; I 0.125; N 0.431; C -0.472; C -0.309